One molecule with the formula C3H6N2O in a non-equilibrium geometry, computed with wB97M-V/def2-TZVPD.

ORCA input file:
```
! RIJCOSX wB97M-V def2-TZVPD def2/J DEFGRID3
* xyz 0 1
C -1.278 -1.146 0.424
C 0.004 0.716 0.369
C 1.486 0.546 0.361
N -0.759 -0.172 1.038
N -0.458 -0.292 -1.550
O -1.240 -1.247 -0.897
H -1.834 -1.930 0.910
H -0.385 1.727 0.309
H 1.750 -0.414 -0.078
H 1.868 0.567 1.383
H 1.956 1.340 -0.211
H -1.111 0.305 -2.059
*
```

Properties
DFT total energy = -8232.201 eV
Energy relative to the best compared isomer or geometry (same formula, charge and spin) = 103.72 kcal per mole

Atom charges from the Löwdin analysis, given in e for atoms 1 to 5: atom 1 (C): -0.218, atom 2 (C): -0.180, atom 3 (C): -0.079, atom 4 (N): 0.066, atom 5 (N): 0.025